The following is a quantum chemistry calculation of C47H46FN3O5STl as an isolated structure, from the OMol25 dataset.

Summary:
charge: +1
ΔE to the lowest compared entry with this formula, charge and spin: 1.694 eV
HOMO-LUMO gap: 7.78 eV
largest force on an atom: 0.09097 hartree/bohr
E: -82433.3426 eV
E_HOMO: -10.673 eV

Atoms and positions in Å:
Tl: 15.2817 -8.2328 13.3380
C: 16.0919 -8.0313 9.2987
C: 17.4560 -7.2835 9.8525
C: 18.5023 -7.2517 8.7528
C: 17.9308 -7.9894 11.1138
C: 18.2776 -9.2859 11.1463
C: 18.7876 -9.8337 12.3177
C: 18.9525 -9.1449 13.5030
C: 19.5442 -9.6904 14.8126
C: 18.5945 -7.7965 13.4223
C: 18.1402 -7.1962 12.2729
H: 15.4149 -7.3733 8.6883
H: 15.5239 -8.3867 10.1563
H: 16.2504 -8.9581 8.6818
H: 17.0753 -6.2772 10.0541
H: 18.8930 -8.2416 8.7049
H: 19.3329 -6.5531 9.0084
H: 18.1334 -6.9580 7.7314
H: 18.0790 -9.9119 10.2981
H: 19.1049 -10.8827 12.3392
H: 20.2699 -8.9985 15.2987
H: 20.0014 -10.6396 14.7232
H: 18.7098 -9.8944 15.5205
H: 18.7019 -7.1852 14.2947
H: 17.9063 -6.1758 12.2684
O: 14.9260 -6.6011 12.1103
C: 13.8618 -6.3414 11.3736
C: 14.0403 -5.6623 10.1302
C: 12.9717 -5.3119 9.2664
C: 11.6448 -5.6942 9.7144
C: 11.4991 -6.2364 10.9211
C: 12.5701 -6.6148 11.7502
C: 12.2781 -7.2345 13.1121
N: 12.8907 -8.2312 13.7077
C: 12.1489 -8.6287 14.8399
C: 11.0400 -7.8248 14.8345
N: 11.1870 -6.9543 13.7863
H: 15.0746 -5.5697 9.8126
H: 13.0858 -4.7284 8.3346
H: 10.8984 -5.1734 9.1513
H: 10.4914 -6.4238 11.2278
H: 12.4418 -9.4091 15.5203
H: 10.1472 -7.7682 15.4709
H: 10.5565 -6.1916 13.5218
C: 20.0197 -9.0151 19.1554
C: 18.7736 -8.3404 19.6805
C: 19.1152 -7.1845 20.6301
C: 19.7427 -5.9673 19.9355
C: 18.9208 -5.5611 18.7427
C: 18.8482 -4.2567 18.3069
C: 18.1630 -3.9908 17.1334
F: 18.1621 -2.7172 16.6713
C: 17.4439 -4.9379 16.4256
C: 17.4572 -6.2171 16.8863
C: 16.6695 -7.2330 16.0863
O: 16.1343 -6.8632 15.0053
C: 16.5531 -8.5441 16.6796
C: 17.1674 -8.6865 17.9208
N: 17.9300 -7.8503 18.5925
C: 18.1910 -6.5875 18.0100
C: 15.9818 -9.7528 16.0375
O: 15.9431 -10.7674 16.6382
O: 15.5160 -9.6545 14.7927
H: 20.6576 -9.3225 19.9808
H: 20.5978 -8.2295 18.6146
H: 19.8654 -9.7928 18.4445
H: 18.1507 -9.0997 20.1970
H: 19.7932 -7.6316 21.3584
H: 18.2513 -6.9685 21.2664
H: 20.7258 -6.2050 19.5227
H: 19.6993 -5.1080 20.6244
H: 19.3736 -3.4749 18.9008
H: 16.9116 -4.5273 15.6222
H: 17.0654 -9.5813 18.4345
O: 15.2933 -10.0675 11.8451
S: 14.2237 -11.1617 11.5168
C: 13.6875 -11.6562 13.1739
C: 12.5713 -12.6796 13.4246
C: 12.3540 -13.7416 12.5000
C: 11.4088 -14.6844 12.7601
C: 10.6092 -14.6070 13.9020
C: 10.7927 -13.5412 14.7832
C: 11.7282 -12.5511 14.4907
C: 12.6481 -10.2715 10.9940
C: 11.6123 -11.1969 10.3861
C: 10.4531 -11.3433 11.0786
C: 9.4199 -12.0857 10.4768
C: 9.5629 -12.5969 9.2357
C: 10.7132 -12.3728 8.4821
C: 11.7440 -11.7003 9.0917
H: 13.6159 -10.7484 13.7525
H: 14.5803 -12.1418 13.5476
H: 12.9825 -13.8269 11.6111
H: 11.2018 -15.3981 11.9898
H: 9.8064 -15.3209 14.0790
H: 10.1306 -13.3087 15.6431
H: 11.7517 -11.7571 15.1670
H: 13.0616 -9.6031 10.2632
H: 12.2567 -9.7900 11.8787
H: 10.3159 -10.9467 12.0985
H: 8.5769 -12.1947 11.0620
H: 8.7511 -13.0802 8.7827
H: 10.7213 -12.8612 7.5314
H: 12.5305 -11.4108 8.4774

Here are the Mulliken charges for atoms 1 to 99, given in e: number 1, Tl, carries 2.66; number 2, C, carries -1.23; number 3, C, carries 0.02; number 4, C, carries -1.51; number 5, C, carries 1.22; number 6, C, carries 0.13; number 7, C, carries -0.99; number 8, C, carries 0.62; number 9, C, carries -1.37; number 10, C, carries -0.31; number 11, C, carries -1.25; number 12, H, carries 0.47; number 13, H, carries -0.04; number 14, H, carries 0.44; number 15, H, carries 0.17; number 16, H, carries 0.37; number 17, H, carries 0.36; number 18, H, carries 0.38; number 19, H, carries 0.54; number 20, H, carries 0.34; number 21, H, carries 0.32; number 22, H, carries 0.48; number 23, H, carries 0.09; number 24, H, carries 0.57; number 25, H, carries 0.42; number 26, O, carries -0.53; number 27, C, carries 0.57; number 28, C, carries -0.66; number 29, C, carries -0.72; number 30, C, carries -1.02; number 31, C, carries -1.02; number 32, C, carries 0.99; number 33, C, carries -0.01; number 34, N, carries 0.22; number 35, C, carries -0.53; number 36, C, carries -1.22; number 37, N, carries 0.00; number 38, H, carries 0.44; number 39, H, carries 0.41; number 40, H, carries 0.38; number 41, H, carries 0.40; number 42, H, carries 0.57; number 43, H, carries 0.43; number 44, H, carries 0.30; number 45, C, carries -1.30; number 46, C, carries -0.10; number 47, C, carries -1.11; number 48, C, carries -0.87; number 49, C, carries 0.68; number 50, C, carries -1.01; number 51, C, carries 0.07; number 52, F, carries -0.35; number 53, C, carries -1.06; number 54, C, carries 0.84; number 55, C, carries 1.16; number 56, O, carries -1.16; number 57, C, carries -0.15; number 58, C, carries -0.64; number 59, N, carries 0.18; number 60, C, carries 0.02; number 61, C, carries -0.12; number 62, O, carries -0.69; number 63, O, carries -0.45; number 64, H, carries 0.40; number 65, H, carries 0.34; number 66, H, carries 0.37; number 67, H, carries 0.42; number 68, H, carries 0.45; number 69, H, carries 0.35; number 70, H, carries 0.35; number 71, H, carries 0.47; number 72, H, carries 0.48; number 73, H, carries 0.75; number 74, H, carries 0.69; number 75, O, carries 0.16; number 76, S, carries -0.28; number 77, C, carries 0.22; number 78, C, carries 0.21; number 79, C, carries -0.52; number 80, C, carries -0.71; number 81, C, carries -0.40; number 82, C, carries -0.74; number 83, C, carries -0.07; number 84, C, carries 0.41; number 85, C, carries 0.18; number 86, C, carries 0.16; number 87, C, carries -0.76; number 88, C, carries -0.59; number 89, C, carries -0.82; number 90, C, carries -0.68; number 91, H, carries -0.67; number 92, H, carries 0.67; number 93, H, carries 0.41; number 94, H, carries 0.44; number 95, H, carries 0.39; number 96, H, carries 0.35; number 97, H, carries 0.41; number 98, H, carries 0.99; number 99, H, carries -0.93